Density functional theory data (ωB97M-V with the def2-TZVPD basis set) for the ion C6H15BN5O2 with charge +1 in a non-equilibrium geometry.

Geometry (Å):
C (-1.72, -1.85, -2.46)
C (-0.32, -1.43, -1.93)
O (0.01, -1.97, -0.68)
C (-0.31, 0.14, -1.86)
N (1.04, 0.54, -1.43)
N (2.16, 0.57, -2.15)
N (3.14, 0.96, -1.44)
N (2.74, 1.24, -0.24)
C (1.40, 0.97, -0.24)
B (0.54, 1.22, 1.10)
O (0.45, 2.54, 1.49)
N (-0.14, 0.17, 1.86)
C (-1.47, 0.66, 2.33)
C (0.61, -0.15, 3.11)
H (-2.09, -1.07, -3.15)
H (-2.44, -1.90, -1.63)
H (-1.64, -2.81, -2.99)
H (0.44, -1.72, -2.67)
H (-0.67, -1.75, -0.03)
H (-1.10, 0.52, -1.19)
H (-0.46, 0.55, -2.87)
H (2.15, 0.31, -3.13)
H (0.74, 2.56, 2.42)
H (-1.97, -0.13, 2.90)
H (-1.37, 1.52, 3.03)
H (-2.08, 0.97, 1.46)
H (1.68, -0.31, 2.94)
H (0.18, -1.03, 3.62)
H (0.51, 0.69, 3.84)

Computed properties:
relative energy (zero: lowest compared OMol25 entry of this formula, charge and spin): 73.1 kJ/mol
E_LUMO: -4.209 eV
E_HOMO: -0.477 hartree
SMILES: C[C@H](O)CN1NN=[N+]=C1B(O)N(C)C
HOMO-LUMO gap: 8.76 eV
energy: -686.4704 a.u.
charge: +1
max |F|: 1.8 eV Å⁻¹

Here are the Mulliken charges for atoms 1 to 8, given in e: C -1.2280; C 0.2721; O -0.5022; C -0.9500; N 0.6055; N 0.2225; N -0.5797; N -0.1347